[1]
{"formula": "C4H13N2", "method": "the ωB97M-V functional and the def2-TZVPD basis", "elements": ["C", "N", "C", "C", "N", "C", "H", "H", "H", "H", "H", "H", "H", "H", "H", "H", "H", "H", "H"], "xyz": [[-1.59485, 1.48316, -0.59638], [-1.22414, 0.11153, -0.97026], [-1.07430, -0.80044, 0.12802], [0.05762, -0.33008, 1.06974], [1.21720, 0.14002, 0.18632], [2.45187, -0.71794, 0.19668], [-2.28325, 1.47962, 0.25108], [-2.22469, 1.90415, -1.38682], [-0.77091, 2.19467, -0.50996], [-1.48390, -0.08338, -1.92061], [-0.77918, -1.76838, -0.28338], [-1.98283, -0.90188, 0.72836], [0.43315, -1.17158, 1.64197], [-0.26815, 0.52407, 1.65278], [0.70202, 0.21178, -0.72883], [1.49051, 1.09946, 0.42233], [2.12969, -1.68247, -0.17979], [2.76331, -0.73036, 1.23802], [3.27194, -0.32271, -0.39058]], "total_charge": 1, "smiles": "CNCC[NH2+]C", "e_above_lowest_kj_mol": 134.5, "max_force_ev_per_a": 2.23}

---

[2]
{"formula": "C15H44F3IInO9S8", "method": "the ωB97M-V functional and the def2-TZVPD basis", "elements": ["O", "S", "O", "In", "I", "C", "F", "F", "F", "H", "H", "C", "S", "O", "C", "H", "H", "H", "H", "H", "H", "C", "S", "O", "C", "H", "H", "H", "H", "H", "H", "C", "S", "O", "C", "H", "H", "H", "H", "H", "H", "C", "S", "O", "C", "H", "H", "H", "H", "H", "H", "C", "S", "O", "C", "H", "H", "H", "H", "H", "H", "C", "S", "O", "C", "H", "H", "H", "H", "H", "H", "C", "S", "O", "C", "H", "H", "H", "H", "H", "H"], "xyz": [[2.29604, -4.65149, -1.86404], [1.82012, -3.97988, -3.06683], [2.09210, -4.71113, -4.28871], [-0.59047, -3.30572, -2.58097], [-1.97276, -2.42340, -4.84841], [2.83303, -2.36980, -3.09784], [3.83185, -2.39237, -3.98865], [2.01138, -1.35662, -3.39852], [3.36735, -2.14104, -1.89471], [-0.43744, -1.92109, -1.50947], [-1.48039, -4.62865, -1.89175], [-3.36962, -4.69438, 2.27825], [-1.79738, -3.84904, 2.07174], [-1.56303, -3.75258, 0.60634], [-0.78337, -5.19461, 2.69588], [-4.14651, -4.03284, 1.90148], [-3.36157, -5.62552, 1.71024], [-3.53583, -4.89103, 3.33738], [-0.95508, -6.09345, 2.10399], [-1.01799, -5.37723, 3.74445], [0.25634, -4.88634, 2.60271], [-3.23933, -0.70471, -0.05654], [-2.16764, -0.15599, 1.26658], [-2.62175, -0.83621, 2.51723], [-2.76699, 1.53242, 1.36413], [-3.02061, -1.75758, -0.23032], [-4.28043, -0.57379, 0.24316], [-3.01821, -0.13489, -0.95897], [-3.83677, 1.53460, 1.58057], [-2.56654, 2.05245, 0.42776], [-2.22635, 2.02082, 2.16896], [1.86021, 1.70106, -3.33838], [0.35475, 2.63487, -3.63832], [-0.59960, 1.72664, -4.32434], [1.05825, 3.70779, -4.89684], [1.64616, 0.94436, -2.59086], [2.18419, 1.22332, -4.26293], [2.62730, 2.37607, -2.95721], [1.44650, 3.09916, -5.71408], [1.84850, 4.31163, -4.45161], [0.26433, 4.35600, -5.25989], [-2.33833, 3.28824, 5.22994], [-3.10391, 4.30025, 3.95981], [-2.09617, 4.47106, 2.88218], [-3.10052, 5.82606, 4.90965], [-2.20845, 2.28743, 4.82238], [-1.36915, 3.71004, 5.49548], [-2.99252, 3.24606, 6.10036], [-2.07946, 6.07080, 5.20140], [-3.73345, 5.70578, 5.78849], [-3.50172, 6.61225, 4.27454], [-0.33852, 4.07350, 0.44020], [-1.09485, 4.93699, -0.93721], [0.00914, 5.42665, -1.80596], [-1.64938, 6.36162, 0.00764], [0.11087, 3.16268, 0.04983], [0.43248, 4.70340, 0.88460], [-1.10861, 3.82512, 1.17080], [-0.79249, 6.83765, 0.48502], [-2.37552, 6.03553, 0.75164], [-2.11892, 7.05547, -0.68634], [6.01502, 3.13902, 0.24162], [4.49687, 4.06180, -0.03194], [3.54251, 3.13191, -0.67696], [5.14820, 5.11730, -1.33200], [5.80938, 2.38253, 0.99500], [6.32135, 2.65912, -0.68746], [6.79092, 3.81526, 0.60096], [5.51508, 4.49942, -2.15139], [5.94859, 5.73822, -0.92926], [4.33340, 5.74766, -1.68090], [0.90330, -9.78099, 0.12106], [0.24198, -8.30395, 0.90389], [-1.22226, -8.52436, 1.08123], [0.46233, -7.22863, -0.51204], [0.82479, -10.60165, 0.83121], [0.32227, -10.00676, -0.77260], [1.94887, -9.61270, -0.13452], [-0.07472, -7.63536, -1.36826], [1.52430, -7.13525, -0.73713], [0.06222, -6.24571, -0.26686]], "total_charge": -1, "total_energy_ha": -5247.85446, "max_force_ev_per_a": 1.38}

---

[3]
{"formula": "C3H2N2O2", "method": "the ωB97M-V functional and the def2-TZVPD basis", "elements": ["H", "N", "C", "C", "N", "O", "C", "O", "H"], "xyz": [[-1.92825, -2.09101, -0.07766], [-1.94714, -1.08553, 0.08531], [-0.83397, -0.49023, 0.05736], [-0.73385, 0.95495, 0.27922], [-0.17087, 1.96249, 0.37918], [0.45476, -0.87438, -0.14643], [1.48114, 0.33971, -0.20123], [1.86391, 0.81271, -1.20348], [1.81428, 0.47130, 0.82773]], "total_charge": 0, "smiles": "[H]/N=C(/C#N)OC=O", "e_above_lowest_kj_mol": 195.3, "max_force_ev_per_a": 1.43}

---

[4]
{"formula": "CH3NOS", "method": "the ωB97M-V functional and the def2-TZVPD basis", "elements": ["C", "N", "O", "S", "H", "H", "H"], "xyz": [[2.23905, -0.42929, 0.05938], [-0.29988, 0.68186, -0.00587], [3.40565, -0.64059, -0.10476], [1.33926, 1.02224, 0.04933], [1.37947, -1.51549, 0.03531], [-0.48641, -0.00999, 0.77158], [-0.85434, 0.69305, -0.87788]], "total_charge": 0, "e_above_lowest_kj_mol": 203.2, "max_force_ev_per_a": 5.55}